(1)
DFT (ωB97M-V/def2-TZVPD) results for a structure of composition C33H29F6N4O2ReS3.

Each line ends with the Mulliken spin population.
Cartesian coordinates (Å):
Re1 0.42617 1.41540 0.58149  1.01
C1 -0.60568 3.52474 2.93922  0.05
C2 -2.05159 3.32072 2.49179  0.01
C3 -2.58691 1.99432 3.02927  0.00
C4 -2.22785 3.63017 1.00652  -0.02
C5 -2.68504 4.91516 0.71795  -0.01
C6 -2.85318 5.35322 -0.57968  0.00
C7 -2.56500 4.50268 -1.62898  0.00
C8 -2.09938 3.20611 -1.42121  0.01
C9 -1.88199 2.38371 -2.69282  -0.03
C10 -3.14467 1.60624 -3.07745  0.00
C11 -0.64746 1.48575 -2.77493  0.05
C12 -1.92922 2.79384 -0.08568  0.04
N1 -1.42058 1.45424 0.17148  -0.12
C13 -2.37506 0.40914 0.02627  0.05
C14 -3.73273 0.62639 0.27235  -0.01
C15 -4.65427 -0.38991 0.09828  0.01
C16 -4.24252 -1.63975 -0.34524  -0.01
C17 -2.90762 -1.86943 -0.62786  0.01
C18 -1.99800 -0.84919 -0.44318  -0.02
F1 -0.71469 -1.07386 -0.79419  0.00
H1 -0.54857 3.64207 4.02310  0.01
H2 -0.14205 4.39384 2.47135  0.00
H3 0.00716 2.64316 2.71096  -0.01
H4 -2.63758 4.09800 2.98888  0.00
H5 -2.02482 1.13164 2.67188  0.00
H6 -3.63802 1.84329 2.78953  0.00
H7 -2.50153 2.00559 4.11721  0.00
H8 -2.91463 5.57930 1.54146  0.00
H9 -3.21232 6.35477 -0.77418  0.00
H10 -2.70547 4.84485 -2.64692  0.00
H11 -1.74445 3.14448 -3.46659  0.00
H12 -3.36956 0.81677 -2.36142  0.00
H13 -3.00565 1.13909 -4.05314  0.00
H14 -4.01119 2.26492 -3.13612  0.00
H15 -0.74676 0.57305 -2.19276  0.00
H16 0.26612 1.99830 -2.46790  -0.01
H17 -0.50902 1.18178 -3.81346  0.00
H18 -4.05814 1.60839 0.58271  0.00
H19 -5.69924 -0.20062 0.29912  0.00
H20 -4.96304 -2.43273 -0.48777  0.00
H21 -2.55568 -2.82006 -1.00404  0.00
F2 5.37333 -2.86224 -0.85016  0.00
C19 4.30850 -2.32735 -0.28833  -0.01
C20 3.71429 -1.20870 -0.86310  0.00
F3 4.20856 -0.67377 -1.96813  0.00
C21 2.59985 -0.68024 -0.25438  0.00
F4 2.02509 0.42846 -0.82703  0.01
C22 2.04536 -1.20069 0.90236  0.00
S1 0.74369 -0.36815 1.77673  -0.10
C23 2.66040 -2.31418 1.45811  0.01
F5 2.18879 -2.83903 2.57998  0.00
C24 3.78098 -2.88157 0.87055  0.00
F6 4.35600 -3.94070 1.41301  0.00
N2 0.78808 4.27647 7.41047  0.00
C25 1.39008 3.76341 6.29895  0.00
C26 1.96315 4.61730 5.34117  0.00
C27 2.54693 4.10128 4.20725  0.00
C28 2.56082 2.72550 3.99628  0.00
C29 2.00152 1.86632 4.93616  0.00
C30 1.42150 2.37792 6.07630  0.00
S2 3.29988 2.08151 2.55932  0.00
O1 3.46711 0.66899 2.72484  0.00
O2 4.39920 2.92796 2.17906  0.00
N3 2.17638 2.27518 1.34118  0.04
C31 2.23895 3.33518 0.47676  0.03
S3 3.42167 4.45913 0.00112  0.01
C32 2.33318 5.01492 -1.23198  0.00
C33 1.17436 4.32159 -1.22556  0.00
N4 1.11906 3.37620 -0.22763  -0.01
H22 0.95969 5.23450 7.65791  0.00
H23 0.57828 3.66161 8.17651  0.00
H24 1.95882 5.68674 5.50784  0.00
H25 3.01400 4.76397 3.49091  0.00
H26 2.03692 0.79710 4.77293  0.00
H27 0.99720 1.70647 6.81150  0.00
H28 2.60620 5.83512 -1.87418  0.00
H29 0.32477 4.47291 -1.87124  0.00

E_tot = -3516.18763 hartree
spin multiplicity = 2
E_HOMO (spin up / spin down) = -10.73 / -10.78 eV
largest force on an atom = 0.571 eV/Å
net charge = +1
HOMO-LUMO gap (spin up / spin down) = 5.9799 / 6.4258 eV



(2)
DFT (ωB97M-V/def2-TZVPD) results for a structure of composition C33H29N2O3W in a non-equilibrium geometry.

Each line ends with the Mulliken spin population.
Cartesian coordinates (Å):
C1 -1.08705 0.62462 1.61903  -0.04
C2 0.30887 0.46878 1.89008  -0.02
C3 0.91266 1.76402 1.90746  -0.04
H1 0.84619 -0.44815 2.08110  0.02
C4 -0.12312 2.71476 1.63683  -0.01
C5 -1.36284 2.01686 1.46138  -0.01
H2 -2.33371 2.45510 1.27435  0.00
H3 -1.83155 -0.15941 1.58957  0.00
H4 1.96019 1.97555 2.06556  0.01
H5 0.01894 3.78001 1.54553  0.02
C6 0.75470 0.02488 -2.14550  -0.02
C7 -0.17903 -0.73790 -1.39597  -0.01
C8 -1.43880 -0.06388 -1.38334  -0.06
H6 0.05747 -1.69135 -0.94416  0.04
C9 -1.29532 1.13570 -2.14902  0.04
C10 0.06633 1.19050 -2.61040  -0.07
H7 0.51213 1.99308 -3.17668  0.00
H8 1.79881 -0.21335 -2.30259  0.01
H9 -2.34955 -0.42716 -0.92740  -0.01
H10 -2.08413 1.84624 -2.35932  0.01
W1 0.02916 1.27134 -0.24842  2.05
O1 2.26068 4.51982 -1.06633  0.00
C11 3.50176 4.59755 -0.29529  0.00
C12 2.71004 5.86056 -0.64570  0.00
H11 3.42935 4.22102 0.72436  0.00
H12 4.41823 4.42133 -0.85856  0.00
H13 2.11316 6.28057 0.17179  0.00
H14 3.05122 8.48544 -0.35625  0.00
C13 3.31418 8.15561 -1.35861  0.00
C14 3.17602 6.78514 -1.66600  0.00
C15 3.49990 6.34705 -2.96586  0.00
H15 3.36513 5.29874 -3.21915  0.00
C16 3.95326 7.25617 -3.91533  0.00
H16 4.19271 6.90928 -4.91644  0.00
C17 4.09707 8.60701 -3.59341  0.00
H17 4.45183 9.31390 -4.33796  0.00
C18 3.77228 9.04784 -2.30709  0.00
H18 3.87321 10.09694 -2.04943  0.00
O2 1.80763 -2.04196 1.12612  0.01
C19 0.61259 -2.34972 1.14272  0.02
N1 0.21510 -3.70009 1.30547  0.00
C20 -1.13630 -3.87452 0.99853  0.00
C21 -1.46530 -2.44103 0.50884  0.01
O3 -2.56947 -2.26815 -0.01531  0.01
N2 -0.47594 -1.62785 0.82492  0.04
C22 -1.36922 -4.95952 -0.07240  0.00
C23 -1.80271 -4.69418 -1.36989  0.00
C24 -2.08422 -5.73943 -2.26460  0.00
C25 -1.90999 -7.05792 -1.86905  0.00
C26 -1.44427 -7.33365 -0.58257  0.00
C27 -1.16621 -6.28927 0.30808  0.00
C28 -1.97892 -4.00110 2.28544  0.00
C29 -3.08335 -4.84921 2.35139  0.00
C30 -3.85248 -4.93134 3.51978  0.00
C31 -3.52994 -4.16248 4.63128  0.00
C32 -2.43232 -3.30178 4.57431  0.00
C33 -1.66743 -3.22168 3.40000  0.00
H19 0.89743 -4.41686 1.51501  0.00
H20 -1.97603 -3.68117 -1.74975  0.00
H21 -2.44576 -5.50929 -3.27089  0.00
H22 -2.13731 -7.86864 -2.55980  0.00
H23 -1.30963 -8.37125 -0.26829  0.00
H24 -0.82175 -6.53960 1.31872  0.00
H25 -3.38963 -5.46192 1.49602  0.00
H26 -4.71852 -5.59814 3.55539  0.00
H27 -4.12864 -4.22183 5.53925  0.00
H28 -2.17428 -2.68900 5.44203  0.00
H29 -0.82348 -2.52162 3.40641  0.00

E_tot = -1676.80346 hartree
spin multiplicity = 3
E_HOMO (spin up / spin down) = -10.73 / -10.72 eV
largest force on an atom = 4.349 eV/Å
net charge = +1
HOMO-LUMO gap (spin up / spin down) = 4.3538 / 4.7646 eV



(3)
DFT (ωB97M-V/def2-TZVPD) results for a structure of composition C33H30Cl2N3O6S2Zr.

Each line ends with the Mulliken charge.
Cartesian coordinates (Å):
Zr1 -0.96842 1.41906 -0.36814  0.43
C1 5.02291 -4.17000 -0.46027  -0.97
O1 4.06324 -3.81208 0.52417  -0.43
C2 4.34202 -2.74354 1.30795  0.71
C3 3.36594 -2.42221 2.25481  -0.21
C4 3.52344 -1.33684 3.08826  -0.15
C5 4.67771 -0.56102 2.99493  -0.25
C6 5.68300 -0.93188 2.11702  -0.52
C7 5.51756 -2.00364 1.24760  -0.62
N1 4.98679 0.58197 3.82008  -0.32
N2 4.17376 1.48437 4.05095  -0.61
C8 2.87292 1.49409 3.40398  -0.03
C9 1.74577 1.51495 4.17183  -0.59
C10 0.46332 1.49393 3.57514  -0.64
C11 0.34567 1.48138 2.21475  0.59
O2 -0.86442 1.43029 1.59097  -1.07
C12 1.51040 1.55433 1.40061  1.14
N3 1.33189 1.62336 0.04256  0.39
C13 2.38701 1.75662 -0.72856  -0.30
C14 3.69521 1.83353 -0.22259  -1.33
C15 3.89447 1.74805 1.12527  -0.73
C16 2.78409 1.59005 1.98761  0.22
H1 4.57977 -4.97883 -1.03313  0.25
H2 5.94651 -4.51960 0.00543  0.39
H3 5.23933 -3.32895 -1.12332  0.38
H4 2.49768 -3.06192 2.33698  0.47
H5 2.76110 -1.11889 3.82214  0.54
H6 6.60502 -0.36425 2.11223  0.49
H7 6.31334 -2.26110 0.56409  0.49
H8 1.83817 1.50984 5.24995  0.46
H9 -0.42849 1.48591 4.18644  0.53
H10 2.20698 1.82583 -1.79366  0.59
H11 4.51864 1.96927 -0.90836  0.47
H12 4.88978 1.82368 1.54151  0.66
Cl1 -0.25149 1.91477 -2.94908  -0.14
C17 -0.62357 3.63420 -3.22759  1.06
C18 -0.67863 4.01977 -4.55010  -0.95
C19 -0.97617 5.34724 -4.81624  -0.45
C20 -1.20736 6.22336 -3.76933  -0.72
C21 -1.14588 5.78544 -2.45628  0.20
Cl2 -1.44461 6.93244 -1.20016  -0.20
C22 -0.85221 4.45381 -2.12850  0.19
S1 -0.75063 3.94018 -0.45704  -0.24
H13 -0.50046 3.30729 -5.34211  0.46
H14 -1.03072 5.69416 -5.83830  0.39
H15 -1.44270 7.26063 -3.96061  0.43
C23 -7.57278 -3.24142 0.13347  -1.43
C24 -6.54331 -2.21907 -0.25117  0.90
C25 -5.79647 -1.55613 0.71987  -0.90
C26 -4.85379 -0.60367 0.36975  -0.48
C27 -4.67018 -0.31154 -0.97504  0.19
C28 -5.40615 -0.94929 -1.96829  -0.66
C29 -6.33522 -1.90141 -1.59366  -0.70
S2 -3.44003 0.81025 -1.46661  1.76
O3 -3.82090 1.46646 -2.66769  -0.63
O4 -2.12567 0.04318 -1.56783  -0.53
O5 -3.11421 1.69620 -0.29329  -0.71
H16 -7.50118 -3.49966 1.18819  0.36
H17 -7.45517 -4.15172 -0.45462  0.36
H18 -8.57879 -2.86192 -0.05298  0.33
H19 -5.96355 -1.78137 1.76547  0.36
H20 -4.29375 -0.07446 1.12980  0.57
H21 -5.26228 -0.69269 -3.00880  0.46
H22 -6.91931 -2.40161 -2.35607  0.41
C30 -0.29579 -3.00748 0.48108  -0.23
C31 0.17833 -2.83211 -0.96063  -0.63
C32 0.71854 -1.41406 -0.95469  -0.37
O6 -0.06486 -0.70584 0.05202  0.63
C33 -0.89425 -1.65112 0.79088  -0.18
H23 0.54864 -3.21429 1.13795  -0.13
H24 -1.02547 -3.80613 0.59716  0.44
H25 -0.65952 -2.91941 -1.65331  0.30
H26 0.94388 -3.55049 -1.24652  0.42
H27 0.59599 -0.89989 -1.90992  0.04
H28 1.76333 -1.36247 -0.64258  0.35
H29 -1.91756 -1.57052 0.41704  -0.08
H30 -0.85622 -1.35532 1.83719  0.30

E_tot = -3654.97288 hartree
E_HOMO = -10.54 eV
largest force on an atom = 0.771 eV/Å
net charge = +1
HOMO-LUMO gap = 7.3055 eV